Entry 1:
{
  "formula": "C39H43FN6NaO4",
  "method": "the ωB97M-V functional and the def2-TZVPD basis",
  "species": ["Na", "N", "C", "C", "C", "C", "C", "C", "C", "C", "C", "C", "C", "C", "H", "H", "H", "H", "H", "H", "H", "H", "H", "H", "C", "C", "C", "C", "C", "C", "C", "N", "C", "C", "C", "C", "C", "C", "C", "N", "C", "C", "C", "C", "H", "H", "H", "H", "H", "H", "H", "H", "H", "H", "H", "H", "H", "H", "H", "H", "H", "H", "H", "H", "H", "H", "H", "H", "C", "C", "C", "N", "H", "H", "H", "H", "H", "F", "C", "C", "N", "C", "C", "O", "O", "C", "O", "N", "C", "O", "H", "H", "H", "H"],
  "positions_angstrom": [[-0.473, 1.598, 1.784], [-2.125, 0.844, 0.154], [-3.328, 1.543, 0.079], [-4.521, 0.874, 0.356], [-5.739, 1.535, 0.343], [-5.783, 2.887, 0.040], [-4.594, 3.550, -0.237], [-3.352, 2.920, -0.221], [-2.114, 3.719, -0.492], [-2.154, 4.581, -1.595], [-1.093, 5.435, -1.863], [0.002, 5.419, -1.007], [0.022, 4.537, 0.072], [-1.010, 3.629, 0.390], [-2.216, -0.160, 0.180], [-1.381, 1.147, -0.464], [-4.479, -0.185, 0.590], [-6.646, 0.989, 0.572], [-6.723, 3.425, 0.036], [-4.613, 4.613, -0.450], [-3.022, 4.582, -2.250], [-1.125, 6.099, -2.720], [0.841, 6.085, -1.187], [0.911, 4.560, 0.702], [-0.418, -1.006, -6.237], [0.625, 0.073, -5.917], [2.027, -0.473, -6.219], [0.366, 1.278, -6.820], [0.543, 0.440, -4.438], [0.300, 1.725, -3.981], [0.233, 1.966, -2.613], [0.402, 1.017, -1.702], [0.643, -0.225, -2.122], [0.715, -0.551, -3.470], [0.802, -1.261, -1.043], [1.255, -2.550, -1.335], [1.383, -3.491, -0.323], [1.043, -3.080, 0.962], [0.613, -1.783, 1.164], [0.490, -0.878, 0.192], [1.875, -4.914, -0.568], [0.786, -5.903, -0.130], [3.141, -5.156, 0.266], [2.204, -5.171, -2.037], [-0.370, -1.266, -7.297], [-1.426, -0.652, -6.015], [-0.247, -1.917, -5.662], [2.108, -0.735, -7.277], [2.243, -1.367, -5.633], [2.793, 0.271, -5.990], [0.417, 0.966, -7.865], [1.109, 2.063, -6.669], [-0.622, 1.707, -6.645], [0.143, 2.553, -4.659], [0.023, 2.960, -2.232], [0.885, -1.573, -3.777], [1.516, -2.810, -2.349], [1.112, -3.742, 1.817], [0.371, -1.438, 2.158], [0.541, -5.785, 0.926], [1.129, -6.929, -0.286], [-0.130, -5.755, -0.705], [2.948, -5.023, 1.331], [3.935, -4.464, -0.020], [3.500, -6.177, 0.112], [1.328, -5.037, -2.677], [2.549, -6.200, -2.157], [2.996, -4.510, -2.396], [-1.527, 3.202, 5.427], [-1.176, 3.921, 4.127], [0.244, 3.811, 3.791], [1.335, 3.650, 3.459], [-2.583, 3.343, 5.655], [-0.935, 3.576, 6.263], [-1.351, 2.132, 5.320], [-1.444, 4.978, 4.150], [-1.719, 3.490, 3.280], [4.071, 0.265, 6.420], [3.255, -0.678, 5.935], [1.964, -0.432, 5.698], [1.101, -1.397, 5.229], [-0.293, -1.038, 4.978], [-0.456, 0.043, 3.893], [-1.632, 0.302, 3.565], [0.590, 0.526, 3.403], [1.561, -2.628, 4.833], [0.880, -3.485, 4.296], [2.904, -2.848, 5.098], [3.839, -1.976, 5.644], [4.991, -2.309, 5.825], [1.536, 0.546, 5.856], [-0.766, -0.721, 5.909], [-0.800, -1.937, 4.641], [3.245, -3.759, 4.834]],
  "mulliken_charge": [0.628, 0.196, 0.209, -0.756, -0.570, -0.751, -0.600, 0.451, 0.534, -0.580, -0.770, -0.666, -0.515, 0.213, 0.204, -0.405, 0.360, 0.357, 0.364, 0.432, 0.467, 0.345, 0.336, 0.332, -1.627, 2.085, -1.587, -2.210, 0.369, -0.591, -0.155, -0.463, -0.211, -0.021, -0.980, 0.299, 0.267, -0.285, -0.978, 0.023, 2.034, -1.636, -1.616, -2.224, 0.462, 0.369, 0.305, 0.443, 0.308, 0.375, 0.432, 0.402, 0.416, 0.518, 0.127, 0.279, 0.513, 0.690, 0.364, 0.295, 0.455, 0.371, 0.296, 0.383, 0.452, 0.405, 0.430, 0.398, -0.979, 0.469, 0.146, -0.531, 0.351, 0.361, 0.071, 0.475, -0.198, -0.323, 0.324, -0.022, 0.248, -1.677, 1.365, -0.801, -0.828, 0.474, -0.676, -0.019, 0.262, -0.660, 0.419, 0.320, 0.411, 0.220],
  "total_charge": -1,
  "homo_lumo_gap_ev": 5.99,
  "e_lumo_ev": 1.967,
  "homo_energy_ev": -4.025,
  "de_lowest_kcal_mol": 3.5,
  "e_tot_ha": -2403.795190
}

---

Entry 2:
{
  "formula": "C33H40N3O3",
  "method": "the ωB97M-V functional and the def2-TZVPD basis",
  "species": ["C", "C", "N", "C", "C", "C", "C", "C", "C", "C", "C", "C", "N", "C", "C", "O", "C", "C", "C", "C", "C", "C", "C", "C", "O", "H", "H", "H", "H", "H", "H", "H", "H", "H", "H", "H", "H", "H", "H", "H", "H", "H", "H", "H", "H", "H", "H", "H", "H", "H", "C", "C", "C", "C", "C", "C", "N", "C", "C", "O", "C", "C", "C", "C", "H", "H", "H", "H", "H", "H", "H", "H", "H", "H", "H", "H", "H", "H", "H"],
  "positions_angstrom": [[3.617, 3.823, 5.485], [3.057, 3.539, 4.098], [2.028, 2.513, 4.140], [1.591, 2.042, 2.889], [0.289, 2.314, 2.412], [-0.135, 1.772, 1.210], [0.686, 0.885, 0.464], [0.188, 0.339, -0.755], [0.672, -0.864, -1.339], [1.339, -1.884, -0.593], [1.895, -2.978, -1.230], [1.790, -3.114, -2.629], [2.353, -4.224, -3.310], [3.684, -3.973, -3.862], [4.187, -5.176, -4.654], [3.979, -6.409, -3.962], [2.612, -6.619, -3.597], [2.125, -5.516, -2.670], [1.107, -2.129, -3.374], [0.509, -1.066, -2.741], [2.016, 0.655, 0.946], [2.462, 1.252, 2.111], [1.030, 2.575, 5.196], [1.743, 2.771, 6.524], [2.600, 3.914, 6.482], [4.358, 3.040, 5.735], [4.091, 4.814, 5.495], [2.653, 4.485, 3.686], [3.858, 3.196, 3.436], [-0.365, 2.994, 2.964], [-1.127, 2.014, 0.818], [-0.468, 0.971, -1.351], [1.433, -1.796, 0.491], [2.459, -3.720, -0.660], [3.616, -3.095, -4.517], [4.407, -3.748, -3.051], [3.696, -5.173, -5.648], [5.279, -5.111, -4.761], [1.943, -6.661, -4.480], [2.617, -7.578, -3.061], [2.646, -5.581, -1.696], [1.043, -5.619, -2.510], [1.043, -2.251, -4.454], [-0.070, -0.331, -3.301], [2.694, 0.022, 0.373], [3.481, 1.087, 2.471], [0.309, 3.397, 5.030], [0.488, 1.621, 5.213], [1.016, 3.003, 7.314], [2.301, 1.845, 6.766], [-3.287, -0.120, -5.230], [-3.366, -1.211, -4.349], [-3.147, -1.018, -2.986], [-2.912, 0.287, -2.487], [-2.826, 0.512, -1.058], [-3.290, 1.675, -0.502], [-3.477, 1.887, 0.833], [-4.340, 3.029, 1.164], [-4.259, 3.342, 2.646], [-4.408, 2.168, 3.445], [-3.446, 1.153, 3.170], [-3.439, 0.719, 1.708], [-2.850, 1.376, -3.386], [-3.021, 1.169, -4.751], [-3.456, -0.268, -6.294], [-3.600, -2.211, -4.716], [-3.200, -1.844, -2.272], [-2.542, -0.339, -0.441], [-3.549, 2.526, -1.133], [-3.991, 3.884, 0.575], [-5.391, 2.819, 0.885], [-3.306, 3.864, 2.854], [-5.118, 3.962, 2.934], [-2.416, 1.472, 3.438], [-3.745, 0.299, 3.794], [-4.295, 0.041, 1.515], [-2.516, 0.158, 1.514], [-2.677, 2.377, -2.986], [-2.952, 2.024, -5.427]],
  "mulliken_charge": [-0.621, -0.423, 0.287, 0.230, -0.841, -0.248, -0.337, -0.332, 1.062, -1.260, -0.204, 0.062, 0.232, -0.416, -0.595, -0.351, -0.747, -0.349, -0.736, -0.581, -0.649, -0.876, -0.366, -0.807, -0.354, 0.338, 0.317, 0.251, 0.374, 0.457, 0.391, 0.859, 0.692, 0.393, 0.365, 0.268, 0.339, 0.320, 0.357, 0.343, 0.285, 0.364, 0.480, 0.360, 0.642, 0.485, 0.313, 0.333, 0.343, 0.371, -0.436, -0.702, -0.201, 0.793, -0.725, -0.423, 0.423, -0.616, -0.588, -0.387, -0.339, -0.551, -0.171, -0.847, 0.406, 0.406, 0.390, 0.412, 0.280, 0.401, 0.347, 0.239, 0.336, -0.017, 0.375, 0.427, 0.242, 0.308, 0.395],
  "total_charge": 1,
  "homo_lumo_gap_ev": 4.92,
  "e_lumo_ev": -4.999,
  "homo_energy_ev": -9.922,
  "de_lowest_kcal_mol": 0.0,
  "e_tot_ha": -1671.140716
}